This record from OMol25 describes 6 unconnected molecules or ions with the total composition C15H28BF3N9O14 in a non-equilibrium geometry. The level of theory is ωB97M-V/def2-TZVPD.

Summary:
DFT total energy: -2458.3606 a.u.
orbital gap: 0.283 Ha
strongest force on any atom: 0.024 Eh/bohr
charge: +1

Structure (XYZ):
```
70
C15H28BF3N9O14 (ωB97M-V/def2-TZVPD)
C 1.08 -2.27 4.37
C 2.09 -1.69 3.42
O 2.96 -2.35 2.92
N 2.01 -0.27 3.17
C 3.10 0.18 2.26
C 2.84 0.34 0.80
O 4.16 0.38 2.75
C 0.72 0.14 2.76
C -0.09 -0.64 1.97
C -1.34 -0.16 1.62
B -2.38 -1.02 0.72
N -3.25 -0.40 -0.28
O -2.38 -2.33 1.00
N -1.67 1.05 2.07
N -0.95 1.84 2.83
C 0.23 1.40 3.17
C 1.11 2.28 4.03
O 2.07 2.97 3.23
C 1.61 3.93 2.38
F 2.51 4.91 2.31
F 1.48 3.40 1.13
F 0.43 4.44 2.73
H 0.24 -2.68 3.81
H 1.59 -3.07 4.89
H 0.74 -1.55 5.11
H 3.69 0.86 0.39
H 1.95 0.93 0.56
H 2.76 -0.63 0.30
H 0.24 -1.60 1.59
H -3.86 0.27 0.17
H -2.70 0.11 -0.97
H -2.50 -2.87 0.21
H -2.57 1.42 1.80
H 0.53 2.92 4.68
H 1.70 1.62 4.65
C 7.11 -0.06 0.85
N 6.48 0.83 -0.16
O 5.45 0.45 -0.69
O 7.03 1.88 -0.39
H 6.51 -0.95 0.95
H 8.11 -0.29 0.50
H 7.15 0.50 1.78
C -7.05 -0.46 -3.19
N -5.68 -0.81 -2.73
O -5.56 -1.63 -1.85
O -4.75 -0.25 -3.28
H -7.76 -1.04 -2.61
H -7.18 0.60 -3.03
H -7.11 -0.70 -4.25
C 0.46 -5.47 1.56
N -0.17 -4.49 0.64
O -1.17 -4.81 0.05
O 0.37 -3.40 0.53
H -0.13 -6.38 1.54
H 1.47 -5.64 1.20
H 0.49 -5.03 2.55
C 3.02 4.84 -1.42
N 2.62 4.93 -2.85
O 2.87 5.95 -3.45
O 2.06 3.95 -3.31
H 3.50 5.77 -1.14
H 2.12 4.68 -0.85
H 3.70 4.00 -1.32
C -5.60 -1.57 -8.15
N -6.54 -0.89 -7.22
O -6.84 -1.46 -6.19
O -6.95 0.20 -7.54
H -5.33 -2.53 -7.72
H -6.12 -1.69 -9.10
H -4.74 -0.92 -8.27
```

This record from OMol25 describes 9 unconnected molecules or ions with the total composition C15H28Cl18N3O2S in a non-equilibrium geometry. The level of theory is ωB97M-V/def2-TZVPD.

Summary:
DFT total energy: -9584.4041 a.u.
orbital gap: 0.343 Ha
strongest force on any atom: 0.065 Eh/bohr
charge: +1

Structure (XYZ):
```
67
C15H28Cl18N3O2S (ωB97M-V/def2-TZVPD)
N -1.97 0.49 1.18
C -1.53 -0.12 -0.03
C -0.87 -1.32 -0.28
N -0.64 -1.40 -1.68
C 0.06 -2.46 -2.44
C 0.62 -3.61 -1.55
C 1.98 -4.16 -2.14
C 3.08 -3.08 -1.86
S 4.77 -3.72 -1.79
O 4.83 -4.72 -0.75
O 5.63 -2.59 -1.56
Cl 5.29 -4.63 -3.55
C -1.17 -0.30 -2.20
N -1.71 0.51 -1.26
Cl -2.43 2.02 -1.52
H -1.18 1.09 1.48
H -2.05 -0.22 1.91
H -0.55 -2.07 0.45
H 0.91 -1.98 -2.98
H -0.61 -2.85 -3.22
H -0.10 -4.46 -1.53
H 0.84 -3.31 -0.51
H 2.23 -5.15 -1.71
H 1.81 -4.32 -3.23
H 3.03 -2.29 -2.63
H 2.85 -2.61 -0.88
H -1.23 0.06 -3.25
C 0.48 4.76 -3.31
Cl -0.69 6.04 -2.96
Cl -0.12 3.18 -2.75
H 0.65 4.71 -4.38
H 1.41 4.98 -2.79
C -3.87 -3.97 1.21
Cl -3.22 -2.38 1.64
Cl -2.58 -5.18 1.11
H -4.58 -4.27 1.96
H -4.35 -3.90 0.24
C 8.81 -4.08 -3.25
Cl 9.66 -5.49 -2.58
Cl 9.36 -3.71 -4.89
H 7.75 -4.30 -3.28
H 9.00 -3.23 -2.61
C 2.10 2.63 0.83
Cl 0.74 2.67 1.95
Cl 1.62 2.01 -0.76
H 2.48 3.64 0.71
H 2.87 1.99 1.24
C -1.70 3.76 4.85
Cl -2.19 2.79 3.46
Cl -0.77 2.80 6.01
H -1.08 4.58 4.50
H -2.59 4.15 5.35
C -3.41 4.00 8.83
Cl -3.73 4.37 7.13
Cl -4.90 3.71 9.73
H -2.79 3.11 8.88
H -2.88 4.84 9.28
C -4.23 7.21 4.07
Cl -3.06 7.74 5.28
Cl -3.47 6.18 2.85
H -5.02 6.65 4.56
H -4.65 8.08 3.58
C -2.73 -2.60 -5.66
Cl -2.07 -1.01 -5.24
Cl -1.47 -3.84 -5.73
H -3.46 -2.89 -4.91
H -3.21 -2.54 -6.63
```

Which value of orbital gap does entry 2 give? 0.343 Ha

Copy entry 2 word for word.
This record from OMol25 describes 9 unconnected molecules or ions with the total composition C15H28Cl18N3O2S in a non-equilibrium geometry. The level of theory is ωB97M-V/def2-TZVPD.

Summary:
DFT total energy: -9584.4041 a.u.
orbital gap: 0.343 Ha
strongest force on any atom: 0.065 Eh/bohr
charge: +1

Structure (XYZ):
```
67
C15H28Cl18N3O2S (ωB97M-V/def2-TZVPD)
N -1.97 0.49 1.18
C -1.53 -0.12 -0.03
C -0.87 -1.32 -0.28
N -0.64 -1.40 -1.68
C 0.06 -2.46 -2.44
C 0.62 -3.61 -1.55
C 1.98 -4.16 -2.14
C 3.08 -3.08 -1.86
S 4.77 -3.72 -1.79
O 4.83 -4.72 -0.75
O 5.63 -2.59 -1.56
Cl 5.29 -4.63 -3.55
C -1.17 -0.30 -2.20
N -1.71 0.51 -1.26
Cl -2.43 2.02 -1.52
H -1.18 1.09 1.48
H -2.05 -0.22 1.91
H -0.55 -2.07 0.45
H 0.91 -1.98 -2.98
H -0.61 -2.85 -3.22
H -0.10 -4.46 -1.53
H 0.84 -3.31 -0.51
H 2.23 -5.15 -1.71
H 1.81 -4.32 -3.23
H 3.03 -2.29 -2.63
H 2.85 -2.61 -0.88
H -1.23 0.06 -3.25
C 0.48 4.76 -3.31
Cl -0.69 6.04 -2.96
Cl -0.12 3.18 -2.75
H 0.65 4.71 -4.38
H 1.41 4.98 -2.79
C -3.87 -3.97 1.21
Cl -3.22 -2.38 1.64
Cl -2.58 -5.18 1.11
H -4.58 -4.27 1.96
H -4.35 -3.90 0.24
C 8.81 -4.08 -3.25
Cl 9.66 -5.49 -2.58
Cl 9.36 -3.71 -4.89
H 7.75 -4.30 -3.28
H 9.00 -3.23 -2.61
C 2.10 2.63 0.83
Cl 0.74 2.67 1.95
Cl 1.62 2.01 -0.76
H 2.48 3.64 0.71
H 2.87 1.99 1.24
C -1.70 3.76 4.85
Cl -2.19 2.79 3.46
Cl -0.77 2.80 6.01
H -1.08 4.58 4.50
H -2.59 4.15 5.35
C -3.41 4.00 8.83
Cl -3.73 4.37 7.13
Cl -4.90 3.71 9.73
H -2.79 3.11 8.88
H -2.88 4.84 9.28
C -4.23 7.21 4.07
Cl -3.06 7.74 5.28
Cl -3.47 6.18 2.85
H -5.02 6.65 4.56
H -4.65 8.08 3.58
C -2.73 -2.60 -5.66
Cl -2.07 -1.01 -5.24
Cl -1.47 -3.84 -5.73
H -3.46 -2.89 -4.91
H -3.21 -2.54 -6.63
```